C13H27NO4RhSSeSi | the ωB97M-V functional and the def2-TZVPD basis

Output
Molar mass   503.38 g mol⁻¹
Frontier orbital gap   6.55 eV
F_max   1.49 eV/A
Charge   -1

Element x y z (Å)
Rh  -1.60  0.89  1.17
Se  -5.40  1.78  3.43
S  -0.58  1.39  3.54
Si  0.04  -0.03  -0.12
O  0.79  1.04  3.78
O  -1.34  0.18  2.95
O  -1.30  2.04  4.58
O  -0.66  2.20  2.20
N  -3.76  1.52  1.00
C  -4.40  1.63  1.97
C  2.36  0.87  -1.61
C  -0.51  -2.81  0.42
C  -1.04  -0.19  -1.73
C  1.00  -1.74  2.02
C  -0.41  -1.10  -2.79
C  -2.43  -0.74  -1.38
C  2.48  1.12  0.86
C  0.62  -1.77  0.54
C  1.08  2.65  -0.45
C  -1.28  1.19  -2.37
C  1.82  -2.31  -0.25
C  1.54  1.19  -0.34
H  1.97  1.32  1.80
H  -0.36  1.61  -2.78
H  -0.19  -3.73  0.91
H  1.65  -2.36  -1.32
H  -1.04  -1.09  -3.69
H  2.99  0.16  0.95
H  0.15  -1.46  2.65
H  -0.33  -2.13  -2.46
H  -2.96  -0.16  -0.62
H  1.77  1.02  -2.52
H  -1.99  1.08  -3.20
H  0.52  2.97  0.42
H  2.72  -1.71  -0.08
H  -1.42  -2.48  0.93
H  3.26  1.89  0.74
H  1.33  -2.74  2.31
H  3.21  1.55  -1.66
H  2.74  -0.14  -1.62
H  2.05  -3.32  0.10
H  -2.40  -1.78  -1.03
H  1.98  3.29  -0.50
H  -0.77  -3.05  -0.61
H  -3.07  -0.72  -2.27
H  1.80  -1.04  2.25
H  0.59  -0.76  -3.08
H  -1.70  1.91  -1.67
H  0.50  2.85  -1.35

These are the Löwdin partial charges, in e, on atoms 1 to 4:
1. Rh 0.905
2. Se 0.413
3. S 0.353
4. Si 0.778

=====

C17H12ClI2N2O9RhS | the ωB97M-V functional and the def2-TZVPD basis

Output
Molar mass   812.52 g mol⁻¹
Relative energy (zero: lowest compared OMol25 entry of this formula, charge and spin)   65.8 kcal/mol
Frontier orbital gap   6.94 eV
F_max   1.16 eV/A
Charge   0

Element x y z (Å)
I  5.51  1.14  -0.30
I  4.73  0.25  5.56
Rh  0.34  0.88  -0.02
Cl  -0.18  3.44  -1.16
S  -1.85  -3.65  -1.47
O  0.63  4.58  -1.12
O  -1.80  0.74  -0.13
O  -3.12  -3.67  -0.79
O  -1.45  3.66  -1.75
O  2.30  0.95  -0.14
O  0.51  -1.04  -0.41
O  0.50  2.31  -1.83
O  -0.37  2.91  0.24
O  -1.32  -4.87  -2.00
N  0.65  0.64  1.91
N  -0.75  -2.89  -0.51
C  4.21  0.84  1.28
C  3.89  0.49  3.67
C  -0.36  -1.78  -1.04
C  2.48  0.49  3.49
C  1.51  0.42  4.52
C  2.00  0.62  2.18
C  -1.87  -2.40  -2.73
C  -2.72  -0.22  0.45
C  -0.22  0.61  2.89
C  -2.41  -1.24  -4.71
C  -1.47  -0.26  -4.38
C  4.71  0.66  2.59
C  -0.73  -0.35  -3.21
C  -0.96  -1.43  -2.37
C  2.85  0.81  1.05
C  -2.62  -2.33  -3.88
C  0.18  0.51  4.22
H  -2.10  1.65  0.04
H  -2.47  -0.42  1.49
H  -2.65  -1.14  -0.11
H  -3.73  0.18  0.37
H  1.84  0.33  5.55
H  0.01  0.40  -2.99
H  -0.57  0.49  5.00
H  -1.32  0.58  -5.04
H  -2.98  -1.14  -5.63
H  -1.27  0.68  2.62
H  -3.33  -3.11  -4.14
H  5.78  0.68  2.73

These are the Löwdin partial charges, in e, on atoms 1 to 4:
1. I 0.969
2. I 0.942
3. Rh 1.290
4. Cl 0.732

=====

C6H8CrLiO6 | the ωB97M-V functional and the def2-TZVPD basis

Output
Molar mass   235.06 g mol⁻¹
2S+1   5
Relative energy (zero: lowest compared OMol25 entry of this formula, charge and spin)   87.5 kcal/mol
Frontier orbital gap (alpha / beta)   3.89 / 3.78 eV
⟨S²⟩   6.06
F_max   6.33 eV/A
Charge   +1

Element x y z (Å)
Cr  -1.70  -1.20  0.79
O  -1.85  -0.36  -2.35
O  -0.89  -0.14  2.06
O  0.30  2.02  0.27
O  1.79  0.52  0.94
O  -2.37  0.40  -0.34
O  -0.12  -0.40  -0.98
C  1.17  1.19  -0.07
C  0.32  -0.33  2.73
C  -1.53  0.23  -1.22
C  -0.67  -0.54  -3.17
C  0.44  -0.94  -2.18
C  1.39  0.67  2.31
Li  -1.17  1.59  1.36
H  0.61  -2.01  -2.08
H  -0.89  -1.34  -3.88
H  0.19  -0.23  3.83
H  1.39  -0.42  -2.37
H  2.30  0.51  2.91
H  -0.46  0.42  -3.65
H  1.04  1.70  2.49
H  0.73  -1.34  2.57

These are the Löwdin partial charges, in e, on atoms 1 to 4:
1. Cr 1.171
2. O 0.091
3. O -0.417
4. O -0.188

=====

C16H30F3NO4P2RuS | the ωB97M-V functional and the def2-TZVPD basis

Output
Molar mass   552.50 g mol⁻¹
2S+1   5
Frontier orbital gap (alpha / beta)   5.29 / 5.57 eV
⟨S²⟩   6.06
F_max   4.27 eV/A
Charge   0

Element x y z (Å)
Ru  -0.94  -0.49  0.07
S  4.40  0.11  0.25
P  -1.93  1.29  1.39
P  1.28  -1.93  -1.57
F  7.06  -0.13  0.92
F  5.73  -1.35  2.17
F  5.84  0.82  2.49
O  0.85  -0.57  -1.01
O  0.95  0.37  1.50
O  4.70  -0.94  -0.74
O  4.58  1.49  -0.16
N  -1.90  -0.13  -1.36
C  -4.78  -1.81  -2.65
C  -4.28  0.10  -4.05
C  -5.04  -1.04  -3.78
C  2.10  -2.90  -0.33
C  2.18  0.58  3.54
C  -3.24  0.47  -3.24
C  2.19  2.38  1.96
C  1.56  1.10  2.27
C  -3.75  1.24  1.12
C  -1.80  3.16  1.17
C  -1.91  1.27  3.24
C  2.45  -1.64  -2.89
C  -0.12  -2.80  -2.25
C  -2.94  -0.36  -2.13
C  5.88  -0.16  1.56
C  -3.76  -1.47  -1.80
H  -0.75  3.51  1.20
H  1.88  3.42  2.01
H  2.41  2.38  0.85
H  -2.25  3.42  0.20
H  3.14  2.35  2.52
H  -2.26  0.28  3.58
H  -5.85  -1.33  -4.45
H  1.93  -0.39  3.88
H  3.36  -1.16  -2.50
H  1.63  2.80  2.83
H  -0.89  1.44  3.62
H  3.09  -3.15  -0.68
H  -4.25  1.87  1.88
H  3.27  0.56  3.46
H  -3.51  -2.02  -0.88
H  -2.62  1.36  -3.39
H  -3.96  1.63  0.12
H  2.18  -2.34  0.60
H  -4.51  0.69  -4.93
H  -0.69  -2.15  -2.93
H  0.25  -3.67  -2.82
H  2.00  -1.04  -3.68
H  -4.07  0.20  1.21
H  1.51  -3.80  -0.17
H  2.72  -2.62  -3.29
H  -0.77  -3.15  -1.45
H  -2.38  3.65  1.97
H  -5.36  -2.69  -2.42
H  -2.58  2.05  3.63
H  1.97  1.26  4.35

These are the Löwdin partial charges, in e, on atoms 1 to 4:
1. Ru 0.946
2. S 0.690
3. P 0.769
4. P 0.564

=====

C4H10N2O2 | the ωB97M-V functional and the def2-TZVPD basis

Output
Structure (SMILES)   CC(=O)N(C)O.C=N
Molar mass   118.14 g mol⁻¹
Relative energy (zero: lowest compared OMol25 entry of this formula, charge and spin)   122.7 kcal/mol
Frontier orbital gap   9.51 eV
F_max   2.81 eV/A
Charge   0

Element x y z (Å)
O  0.99  1.51  -1.21
O  -1.31  -1.04  -0.52
N  0.67  0.23  -0.70
N  0.05  -0.18  1.65
C  1.27  -0.81  -1.52
C  -0.75  0.02  -0.27
C  -0.30  -1.24  2.23
C  -1.49  1.32  -0.07
H  -1.24  -1.68  1.92
H  2.36  -0.78  -1.42
H  1.55  1.93  -0.54
H  0.28  -1.74  3.00
H  1.05  0.04  1.23
H  0.98  -0.71  -2.56
H  0.90  -1.77  -1.16
H  -2.43  1.10  0.43
H  -1.68  1.78  -1.04
H  -0.92  2.01  0.55

These are the Löwdin partial charges, in e, on atoms 1 to 4:
1. O -0.026
2. O 0.012
3. N -0.232
4. N 0.020

=====

C7H18ClCoOV | the ωB97M-V functional and the def2-TZVPD basis

Output
Molar mass   263.55 g mol⁻¹
2S+1   6
Frontier orbital gap (alpha / beta)   8.22 / 6.94 eV
⟨S²⟩   8.79
F_max   4.35 eV/A
Charge   0

Element x y z (Å)
Co  -0.84  2.09  0.13
V  -0.27  -1.04  -1.90
Cl  -0.91  3.88  -1.36
O  -0.05  1.18  1.54
C  -1.35  -0.84  -3.71
C  -1.84  0.00  -0.72
C  0.59  -2.54  -1.11
C  0.51  0.36  2.54
C  -0.20  0.40  3.90
C  1.11  0.37  -2.37
C  2.02  0.55  2.79
H  2.34  -0.13  3.59
H  2.61  0.25  1.92
H  1.04  0.32  -3.48
H  1.68  -2.52  -1.33
H  -0.20  1.40  4.35
H  -0.55  -0.56  -4.41
H  -2.10  -0.02  -3.72
H  0.31  -0.28  4.59
H  -2.51  0.75  -0.24
H  -1.84  -1.78  -4.05
H  -2.02  -0.85  -0.04
H  -2.36  -0.18  -1.69
H  -1.22  0.01  3.82
H  2.29  1.58  3.06
H  0.29  -3.08  -0.19
H  0.93  1.40  -2.04
H  0.42  -0.70  2.20
H  2.09  0.00  -2.05

These are the Löwdin partial charges, in e, on atoms 1 to 4:
1. Co 0.529
2. V 0.764
3. Cl -0.191
4. O -0.357

=====

C17H30ClF2I2N3NbO6Pt | the ωB97M-V functional and the def2-TZVPD basis

Output
Molar mass   987.68 g mol⁻¹
Frontier orbital gap   2.92 eV
F_max   6.46 eV/A
Charge   +1

Element x y z (Å)
Pt  4.72  1.47  0.05
I  2.38  -2.14  -4.14
I  -0.55  -3.10  -2.90
Nb  0.57  -0.59  -0.44
Cl  -0.04  4.09  -1.82
F  0.16  -3.27  2.13
F  3.09  -3.65  -1.14
O  2.81  -3.04  1.04
O  3.28  1.89  -1.80
O  -4.62  -0.89  0.39
O  -2.45  -1.58  -0.44
O  -1.01  -4.11  0.38
O  -4.58  1.01  2.72
N  0.82  -2.77  -0.31
N  2.65  -0.49  -1.00
N  1.18  -0.53  1.61
C  0.27  1.66  -0.51
C  3.02  0.66  -1.50
C  2.25  -3.13  -0.08
C  -3.73  -1.01  -0.74
C  -0.03  -0.54  -5.14
C  -0.44  2.26  -1.82
C  -2.04  2.18  -1.85
C  -5.78  0.57  1.99
C  3.39  -0.05  2.70
C  5.49  0.74  4.16
C  -5.29  0.39  0.44
C  -0.04  -3.38  0.71
C  0.87  -0.56  -3.76
C  -1.60  -0.71  0.35
C  3.86  0.76  4.00
C  -0.16  -0.93  -2.58
C  2.06  0.59  1.98
H  -6.63  1.33  2.03
H  -4.30  1.86  2.30
H  -4.61  1.29  0.22
H  -1.08  -0.16  -4.81
H  -4.24  -1.73  -1.49
H  -0.11  -1.56  -5.63
H  0.39  0.29  -5.82
H  4.20  -0.08  1.87
H  5.91  1.75  3.79
H  -6.20  0.48  -0.26
H  2.46  1.25  1.14
H  1.54  1.22  2.80
H  -6.09  -0.49  2.33
H  3.46  0.18  4.92
H  1.19  2.30  -0.28
H  5.79  0.61  5.26
H  -2.41  3.15  -2.36
H  3.48  1.84  4.00
H  -1.57  -1.14  1.42
H  1.35  0.47  -3.70
H  -1.20  -0.45  -2.65
H  -2.49  2.17  -0.80
H  -0.06  1.88  -2.82
H  -2.06  0.34  0.45
H  -2.46  1.33  -2.52
H  0.37  -0.57  2.25
H  3.09  -1.12  2.99
H  -3.71  0.01  -1.26
H  -0.47  1.88  0.37
H  5.97  -0.13  3.58

These are the Löwdin partial charges, in e, on atoms 1 to 4:
1. Pt 0.406
2. I 0.866
3. I 1.164
4. Nb 1.797

=====

C3H5FN2O6 | the ωB97M-V functional and the def2-TZVPD basis

Output
Structure (SMILES)   O=[N+]([O-])C(F)([C@H](O)CO)[N+](=O)[O-]
Molar mass   184.08 g mol⁻¹
Relative energy (zero: lowest compared OMol25 entry of this formula, charge and spin)   0.0 kcal/mol
Frontier orbital gap   10.70 eV
F_max   3.14 eV/A
Charge   0

Element x y z (Å)
F  -1.23  -1.22  -2.45
O  1.48  0.61  -3.37
O  -0.04  -0.30  1.51
O  0.61  -1.22  -4.11
O  -0.66  2.11  -2.26
O  1.26  -1.22  -0.81
O  -2.32  0.94  -2.98
N  0.68  -0.27  -3.39
N  -1.22  1.08  -2.54
C  -0.42  -0.16  -2.32
C  -0.67  -0.20  0.27
C  0.39  -0.16  -0.85
H  -1.33  0.67  0.21
H  0.35  0.56  1.76
H  -1.27  -1.11  0.17
H  0.92  0.80  -0.87
H  1.12  -1.72  0.01

These are the Löwdin partial charges, in e, on atoms 1 to 4:
1. F 0.139
2. O 0.134
3. O -0.031
4. O 0.157